Computed, not measured: one molecule with the formula C18H28N4O4S2 at a distorted geometry, with the ωB97M-V functional and the def2-TZVPD basis.

Structure (ORCA input):
```
! wB97M-V def2-TZVPD RIJCOSX def2/J DEFGRID3
* xyz 0 1
H -6.465 1.010 -2.834
H 2.121 2.847 7.323
H -7.282 2.243 -4.831
H -4.730 2.617 -2.086
H -3.774 2.265 -3.538
C 3.004 2.898 6.675
H 5.480 -0.394 5.735
O 2.103 -2.970 0.572
N 4.271 -0.801 4.109
H -0.024 1.240 -2.690
H -0.028 -3.278 -0.715
C -6.384 2.567 -4.310
H 4.518 -1.778 4.118
C -3.825 0.664 -2.119
H 3.460 -2.180 2.084
C 3.727 0.807 7.527
O -1.914 1.105 -4.325
N 2.487 -0.809 1.011
H -4.367 -1.651 -4.453
H 2.867 0.789 8.214
H 3.267 -1.106 6.664
N 3.356 -1.169 2.033
C 1.850 -1.799 0.337
C -0.946 -0.670 -2.647
H -4.661 0.645 -5.268
H 2.726 2.581 5.665
C -5.745 1.400 -3.565
C -0.016 0.263 -2.233
H -2.869 0.960 -1.680
H -6.655 3.361 -3.618
H 4.604 0.419 8.052
C 4.553 -0.023 5.294
H 1.647 0.649 -0.953
H -5.689 2.972 -5.042
C 3.515 -0.340 3.097
H 4.702 1.016 4.990
H -6.257 -0.095 -5.051
H 2.494 0.252 5.837
C -5.371 0.270 -4.528
H -5.420 -1.321 -3.054
H -1.701 -2.649 -2.481
C 0.906 -0.074 -1.256
C -0.970 -1.946 -2.116
O -2.135 -1.275 -4.916
C 3.415 -0.082 6.317
S -2.148 -0.253 -3.912
S 2.875 1.192 3.047
N -3.555 -0.437 -3.020
O 4.064 2.131 7.202
C -4.716 -0.879 -3.767
C -4.485 1.849 -2.823
H 3.364 3.924 6.636
C -0.049 -2.288 -1.146
H -4.473 0.284 -1.321
H 2.180 0.159 1.110
C 0.887 -1.353 -0.703
*
```

Computed properties:
HOMO in eV: -8.8621
E in eV: -54940.9307
Kohn-Sham gap in eV: 8.7949

=====

Computed, not measured: C18H28N5O6SSiTc as an isolated structure at a distorted geometry, with the ωB97M-V functional and the def2-TZVPD basis.

Structure (ORCA input):
```
! wB97M-V def2-TZVPD RIJCOSX def2/J DEFGRID3
* xyz 1 2
C 3.413 -0.795 1.760
H -5.060 4.964 0.398
H -3.803 4.036 2.823
H -3.665 4.714 -0.648
O 3.852 -0.054 -0.534
H 3.310 -4.791 -2.767
H 1.739 -1.813 -4.409
H -5.230 4.019 -1.075
H 0.785 -3.604 0.171
C -5.678 1.694 1.154
H 2.118 -1.410 3.817
H -4.161 2.092 -2.094
C 4.322 -0.034 0.794
O 1.013 -3.527 2.842
O 1.421 0.341 -2.641
Si -4.137 2.706 0.770
H 1.158 1.381 2.946
H 3.347 -1.839 1.445
H 1.608 -5.062 -3.218
C -4.558 4.236 -0.242
C 1.515 -2.856 -1.551
H 3.662 0.839 -0.846
N 2.081 -3.071 -2.740
H 2.704 -4.241 -4.330
H 0.548 -0.656 3.467
O 2.492 3.067 1.012
H 3.916 -0.770 2.731
H 5.281 -0.557 0.812
S -1.273 0.654 1.670
H 2.928 1.396 2.928
Tc 0.500 -0.386 0.354
N 1.230 -1.547 -1.333
C 2.241 -1.816 -3.440
C 2.446 -4.365 -3.282
H -3.233 2.389 3.078
C 1.944 2.001 1.079
C 1.596 -0.837 -2.471
H -2.242 3.540 2.178
C -1.934 0.845 0.066
H -6.199 1.373 0.250
H 4.504 0.983 1.144
H -5.437 0.804 1.737
C -3.324 1.525 -1.704
C -3.265 3.207 2.358
C -1.504 0.039 -2.080
N 1.262 -3.830 -0.697
H -0.887 -0.585 -2.706
N 2.017 -0.298 1.981
O 1.213 1.449 0.133
C 1.412 -1.157 3.027
O 0.272 -2.186 1.221
H 1.521 -4.781 -0.893
C 2.039 1.134 2.355
C -3.028 1.607 -0.344
C 0.882 -2.433 2.366
H -2.826 0.674 -3.624
H -6.374 2.297 1.742
N -1.185 0.104 -0.782
C -2.580 0.735 -2.574
H 3.290 -1.547 -3.582
*
```

Computed properties:
HOMO (alpha / beta) in eV: -11.4527 / -11.5412
E in eV: -59765.0962
Kohn-Sham gap (alpha / beta) in eV: 6.0677 / 6.6867
<S²>: 0.765